w | The following is a quantum chemistry calculation of one molecule with the formula C19H28N2O4S, from the Open Molecules 2025 dataset.

## Properties
frontier orbital gap: 9.4 eV
net charge: 0
HOMO: -0.3227 Ha

Each line ends with the Löwdin charge.
Geometry (Å):
C1 -2.72 -4.05 4.80  -0.0738
H1 -1.78 -3.80 5.29  0.0982
O1 -3.31 -2.93 4.19  -0.0759
C2 -2.64 -2.31 3.18  -0.2232
C3 -1.38 -2.69 2.72  0.0130
C4 -0.78 -1.99 1.68  -0.0465
C5 -1.44 -0.92 1.12  -0.2717
C6 -2.69 -0.53 1.57  -0.0154
C7 -3.31 -1.21 2.60  -0.1838
C8 -4.66 -0.83 3.11  -0.0278
H2 -5.05 0.03 2.56  0.0808
H3 -5.35 -1.66 3.00  0.0885
H4 -4.61 -0.58 4.17  0.0878
H5 -3.18 0.30 1.09  0.1202
S1 -0.65 0.01 -0.17  0.6887
O2 0.26 -0.83 -0.88  -0.2532
O3 -1.64 0.72 -0.94  -0.2875
N1 0.26 1.19 0.61  -0.2731
C9 -0.54 2.25 1.18  -0.0953
H6 -1.02 1.95 2.12  0.0930
H7 -1.31 2.50 0.45  0.0811
H8 0.09 3.12 1.36  0.0955
C10 1.25 0.64 1.52  -0.1222
C11 2.24 -0.27 0.79  -0.5177
O4 2.52 -1.37 1.20  0.0601
N2 2.83 0.35 -0.25  0.0686
H9 2.36 1.17 -0.61  0.1154
C12 3.65 -0.35 -1.21  -0.1641
C13 2.89 -0.58 -2.52  -0.1310
C14 2.39 0.68 -3.17  -0.2498
C15 2.83 1.92 -2.94  -0.0739
C16 2.13 3.05 -3.62  -0.1912
C17 0.62 2.90 -3.38  -0.1847
C18 0.11 1.52 -3.81  -0.1702
C19 1.26 0.55 -4.15  -0.1445
H10 1.63 0.78 -5.15  0.1202
H11 0.88 -0.47 -4.16  0.1148
H12 -0.48 1.09 -3.00  0.0745
H13 -0.54 1.60 -4.68  0.1076
H14 0.42 3.05 -2.32  0.1010
H15 0.09 3.69 -3.93  0.1032
H16 2.47 4.01 -3.23  0.1056
H17 2.33 3.04 -4.69  0.1138
H18 3.65 2.14 -2.28  0.1050
H19 2.02 -1.20 -2.29  0.0981
H20 3.53 -1.12 -3.22  0.1257
H21 4.56 0.23 -1.38  0.1166
H22 3.92 -1.31 -0.76  0.1214
H23 1.81 1.47 1.96  0.1395
H24 0.78 0.07 2.34  0.1262
H25 0.19 -2.27 1.31  0.1084
H26 -0.86 -3.52 3.16  0.1096
H27 -3.44 -4.38 5.55  0.0956
H28 -2.56 -4.86 4.08  0.0988


x | The following is a quantum chemistry calculation of one molecule with the formula C19H28N2O4S, from the Open Molecules 2025 dataset.

## Properties
frontier orbital gap: 9.4 eV
net charge: 0
HOMO: -0.3258 Ha

Each line ends with the Löwdin charge.
Geometry (Å):
C1 5.15 -0.62 -3.67  -0.1063
C2 3.69 -1.03 -3.87  -0.2613
C3 3.52 -2.53 -4.11  -0.2047
H1 2.49 -2.71 -4.43  0.1074
H2 4.18 -2.84 -4.92  0.1112
C4 3.80 -3.39 -2.87  -0.1571
C5 2.85 -3.08 -1.76  -0.2285
C6 1.54 -3.55 -1.82  -0.0145
C7 0.63 -3.24 -0.82  -0.0421
C8 1.03 -2.46 0.24  -0.2820
C9 2.33 -1.98 0.32  -0.0481
C10 3.23 -2.29 -0.68  -0.0223
H3 4.24 -1.93 -0.62  0.1154
H4 2.61 -1.38 1.18  0.1143
S1 -0.17 -2.05 1.50  0.6858
O1 0.49 -1.32 2.55  -0.2890
O2 -0.91 -3.22 1.85  -0.2748
N1 -1.19 -1.06 0.59  -0.2303
C11 -0.69 0.28 0.42  -0.1604
H5 -1.16 0.71 -0.47  0.1356
C12 -1.00 1.16 1.65  -0.1255
N2 -2.42 1.12 1.92  -0.0428
C13 -3.34 2.10 1.72  -0.3933
O3 -4.53 1.90 1.87  0.0868
C14 -2.80 3.49 1.37  -0.2626
C15 -2.29 4.19 2.64  -0.1135
H6 -1.76 3.52 3.31  0.1148
C16 -3.61 4.71 3.23  -0.1400
H7 -3.47 5.63 3.79  0.1082
C17 -4.50 4.90 2.00  -0.1825
H8 -5.47 4.41 2.13  0.1166
H9 -4.66 5.96 1.76  0.1183
O4 -3.83 4.33 0.89  -0.0855
H10 -4.04 3.96 3.89  0.1122
H11 -1.64 5.02 2.37  0.1204
H12 -2.06 3.43 0.56  0.1481
C18 -2.88 -0.23 2.18  -0.1043
H13 -2.35 -0.63 3.05  0.1337
C19 -2.60 -1.11 0.96  -0.1606
H14 -3.18 -0.77 0.10  0.1373
H15 -2.83 -2.15 1.17  0.1143
H16 -3.95 -0.19 2.38  0.1263
H17 -0.47 0.75 2.51  0.1168
H18 -0.66 2.18 1.48  0.1183
H19 0.38 0.22 0.27  0.1176
H20 -0.39 -3.60 -0.85  0.1186
H21 1.23 -4.17 -2.65  0.1202
H22 4.83 -3.22 -2.54  0.1077
H23 3.71 -4.44 -3.15  0.1184
H24 3.30 -0.49 -4.74  0.1060
H25 3.10 -0.73 -3.01  0.0997
H26 5.23 0.46 -3.57  0.0703
H27 5.75 -0.93 -4.52  0.0742
H28 5.56 -1.07 -2.77  0.0576


Relative stability in eV, measured from the most stable structure: w 0.257; x 0.000


w | The following is a quantum chemistry calculation of one molecule with the formula C2H2ClFO, from the Open Molecules 2025 dataset.

## Properties
frontier orbital gap: 11.9 eV
net charge: 0
HOMO: -0.4052 Ha

Each line ends with the Löwdin charge.
Geometry (Å):
C1 -0.69 -0.33 -0.16  -0.1094
C2 0.61 0.19 0.22  -0.9412
O1 -0.50 1.07 0.09  -0.0136
F1 0.98 0.13 1.47  0.1148
Cl1 1.75 0.13 -1.09  0.7454
H1 -0.88 -0.44 -1.16  0.0851
H2 -1.27 -0.75 0.63  0.1189


x | The following is a quantum chemistry calculation of one molecule with the formula C2H2ClFO, from the Open Molecules 2025 dataset.

## Properties
frontier orbital gap: 10.5 eV
net charge: 0
HOMO: -0.3993 Ha

Each line ends with the Löwdin charge.
Geometry (Å):
C1 0.02 0.44 0.39  -0.6325
C2 1.26 -0.41 0.40  -0.2738
H1 -0.36 0.62 1.43  0.0973
H2 1.37 -0.66 1.47  0.1247
O1 2.03 -0.71 -0.44  0.1227
F1 0.14 1.59 -0.24  0.0381
Cl1 -1.54 -0.52 -0.11  0.5235


y | The following is a quantum chemistry calculation of one molecule with the formula C2H2ClFO, from the Open Molecules 2025 dataset.

## Properties
frontier orbital gap: 11.6 eV
net charge: 0
HOMO: -0.3968 Ha

Each line ends with the Löwdin charge.
Geometry (Å):
C1 0.39 -0.08 -0.19  -0.1880
C2 1.73 -0.47 -0.23  -0.9025
O1 1.17 0.84 -1.00  -0.0505
F1 2.55 -0.06 0.75  0.0566
Cl1 2.18 -1.80 -1.08  0.8641
H1 -0.37 -0.57 -0.79  0.1167
H2 -0.04 0.36 0.66  0.1036


Relative stability in eV, measured from the most stable structure: w 0.468; x 0.000; y 0.860


w | The following is a quantum chemistry calculation of a 2-piece molecular cluster, C5H15NO2 overall, from the Open Molecules 2025 dataset.

## Properties
frontier orbital gap: 10.6 eV
net charge: 0
HOMO: -0.3594 Ha

Each line ends with the Löwdin charge.
Geometry (Å):
C1 0.07 -2.02 -0.06  -0.1059
C2 -0.08 -0.53 -0.32  -0.3572
C3 1.34 -0.04 -1.06  -0.2185
C4 0.87 0.98 -2.06  -0.1704
N1 -0.14 0.34 0.95  -0.0469
C5 -1.03 -0.18 1.91  -0.3536
O1 -0.64 -1.33 2.63  -0.0938
H1 1.08 -2.33 0.35  0.1027
H2 -0.59 -2.19 0.76  0.0213
H3 -0.24 -2.68 -0.99  0.1205
H4 -0.95 -0.19 -1.02  0.1582
H5 1.91 -1.04 -1.58  0.1616
H6 2.04 0.28 -0.27  0.0903
H7 0.61 0.51 -3.06  0.0884
H8 -0.13 1.57 -1.86  0.0908
H9 1.71 1.58 -2.46  0.0717
H10 0.82 0.31 1.35  0.1216
H11 -2.04 -0.21 1.39  0.1438
H12 -1.08 0.63 2.76  0.1424
H13 -1.40 -1.89 2.94  0.1160
H14 -1.07 3.27 0.39  -0.1237
H15 -0.20 2.23 -0.38  0.0031
O2 -0.87 2.93 -0.31  0.0375


x | The following is a quantum chemistry calculation of a 3-piece molecular cluster, C5H15NO2 overall, from the Open Molecules 2025 dataset.

## Properties
frontier orbital gap: 9.5 eV
net charge: 0
HOMO: -0.3322 Ha

Each line ends with the Löwdin charge.
Geometry (Å):
C1 -1.60 1.52 -0.97  -0.0969
C2 -0.50 0.49 -1.05  -0.4642
C3 -0.25 0.04 -2.59  -0.1708
C4 0.09 1.27 -3.33  -0.2119
C5 -0.88 1.92 -3.99  -0.0165
N1 -0.87 -0.72 -0.40  0.0071
H1 -2.21 1.64 -0.09  0.0599
H2 -1.06 2.52 -0.94  0.0969
H3 -2.36 1.43 -1.77  0.0760
H4 0.42 1.02 -0.66  0.1350
H5 -1.19 -0.29 -3.10  0.1178
H6 0.48 -0.78 -2.46  0.1099
H7 1.13 1.58 -3.38  0.1021
H8 -0.74 2.89 -4.46  0.0529
H9 -1.85 1.48 -4.24  0.0638
H10 -1.07 -0.76 0.59  0.0705
H11 -0.16 -1.45 -0.54  0.0684
H12 0.82 -2.42 6.34  0.0523
H13 0.01 -1.85 5.30  0.0574
O1 0.91 -2.21 5.40  -0.0642
H14 2.99 -1.97 5.52  -0.0101
H15 3.95 -3.13 5.26  0.0358
O2 3.93 -2.21 5.56  -0.0713


y | The following is a quantum chemistry calculation of a 3-piece molecular cluster, C5H15NO2 overall, from the Open Molecules 2025 dataset.

## Properties
frontier orbital gap: 9.7 eV
net charge: 0
HOMO: -0.3255 Ha

Each line ends with the Löwdin charge.
Geometry (Å):
C1 0.44 -1.35 1.91  -0.1594
N1 -0.60 -0.87 0.98  -0.1629
C2 -0.76 -1.68 -0.29  -0.2127
C3 -0.58 1.37 -2.56  -0.1252
C4 -1.03 0.17 -1.73  -0.1889
C5 -0.19 -0.75 -1.31  -0.1382
H1 0.65 -0.61 2.77  0.0989
H2 1.35 -1.45 1.28  0.0728
H3 0.29 -2.43 2.37  0.1024
H4 -1.51 -0.74 1.43  0.1076
H5 -0.20 -2.68 -0.15  0.1304
H6 -1.81 -1.88 -0.43  0.1009
H7 -0.27 0.87 -3.46  0.0462
H8 0.28 2.05 -2.15  0.1027
H9 -1.37 2.17 -2.90  0.0946
H10 -2.16 0.05 -1.70  0.1276
H11 0.83 -0.82 -1.60  0.1054
H12 1.67 0.64 0.93  0.0304
H13 2.76 1.90 0.79  0.0235
O1 2.54 1.08 1.20  -0.0703
H14 0.56 1.55 1.81  -0.0614
H15 -0.77 1.37 1.40  -0.0086
O2 -0.10 2.02 1.41  -0.0159


Relative stability in eV, measured from the most stable structure: w 1.877; x 0.000; y 0.997


w | The following is a quantum chemistry calculation of a 3-piece molecular cluster, C5H15NO2 overall, from the Open Molecules 2025 dataset.

## Properties
frontier orbital gap: 8.7 eV
net charge: 0
HOMO: -0.3006 Ha

Each line ends with the Löwdin charge.
Geometry (Å):
C1 -0.37 -0.26 -1.61  -0.0971
N1 1.11 -0.37 -1.28  -0.1329
C2 1.89 0.74 -0.80  -0.2668
C3 0.81 2.91 2.28  -0.1431
C4 0.85 2.16 1.01  -0.1910
C5 1.85 1.28 0.67  -0.0918
H1 -0.87 0.50 -1.08  0.0336
H2 -0.99 -1.26 -1.55  0.1143
H3 -0.30 0.16 -2.55  0.0326
H4 1.18 -1.23 -0.78  0.0775
H5 3.00 0.55 -0.87  0.1114
H6 1.43 1.68 -1.34  0.1365
H7 1.82 2.71 2.72  0.0835
H8 -0.03 2.86 2.93  0.0567
H9 1.04 3.97 2.13  0.0739
H10 0.02 2.55 0.28  0.1299
H11 2.57 0.80 1.27  0.0751
H12 -4.70 -3.92 -1.68  0.0782
H13 -3.39 -4.24 -2.27  0.0407
O1 -3.75 -3.54 -1.68  -0.1168
H14 -1.21 -3.15 0.77  -0.0097
H15 -1.19 -2.04 1.91  0.0738
O2 -0.75 -2.86 1.52  -0.0684


x | The following is a quantum chemistry calculation of a 3-piece molecular cluster, C5H15NO2 overall, from the Open Molecules 2025 dataset.

## Properties
frontier orbital gap: 10.2 eV
net charge: 0
HOMO: -0.3461 Ha

Each line ends with the Löwdin charge.
Geometry (Å):
C1 -0.47 0.83 -1.89  -0.0941
N1 0.51 -0.02 -1.19  -0.1044
C2 -0.10 -0.87 -0.20  -0.3477
C3 0.32 -0.75 1.06  -0.1144
C4 -0.19 -1.50 2.24  -0.0823
C5 -1.16 -1.83 -0.67  -0.0427
H1 -1.28 0.26 -2.35  0.0705
H2 0.04 1.39 -2.67  0.0833
H3 -0.86 1.56 -1.18  0.0732
H4 0.97 -0.60 -1.89  0.1169
H5 1.11 -0.04 1.24  0.0992
H6 0.60 -2.12 2.68  0.0785
H7 -1.05 -2.13 2.01  0.0617
H8 -0.50 -0.82 3.03  0.0755
H9 -2.14 -1.35 -0.69  0.0859
H10 -0.92 -2.19 -1.67  0.0784
H11 -1.24 -2.69 -0.01  0.0673
H12 1.77 1.27 -0.59  0.0038
H13 2.58 2.58 -0.71  0.0458
O1 2.25 1.95 -0.07  -0.0861
H14 -0.55 1.78 1.43  0.0174
H15 0.63 2.59 0.89  -0.0030
O2 -0.30 2.69 1.17  -0.0828


y | The following is a quantum chemistry calculation of a 3-piece molecular cluster, C5H15NO2 overall, from the Open Molecules 2025 dataset.

## Properties
frontier orbital gap: 8.5 eV
net charge: 0
HOMO: -0.2908 Ha

Each line ends with the Löwdin charge.
Geometry (Å):
C1 1.46 -1.66 1.43  -0.1271
N1 -0.76 -1.36 -0.72  0.0770
C2 0.20 -0.35 -0.33  -0.3345
C3 1.24 -0.50 0.57  -0.3013
C4 2.26 0.62 0.95  -0.0631
C5 -0.10 0.93 -0.94  -0.0829
H1 0.66 -2.51 1.25  0.0921
H2 1.80 -1.55 2.50  0.0786
H3 2.49 -2.24 1.16  0.1197
H4 -0.66 -2.19 -0.17  0.0430
H5 -1.71 -0.93 -0.69  0.1076
H6 2.63 0.51 2.02  0.0918
H7 1.90 1.66 0.78  0.0675
H8 3.11 0.67 0.37  0.0367
H9 0.22 0.99 -1.95  0.0776
H10 -1.00 1.53 -0.86  0.0889
H11 0.52 1.75 -0.66  0.0482
H12 -4.49 5.35 1.78  0.0047
H13 -2.87 5.42 1.72  0.0475
O1 -3.70 5.68 2.16  -0.0523
H14 -1.14 -4.02 -4.28  0.0611
H15 -0.76 -3.69 -2.74  -0.0269
O2 -1.34 -4.11 -3.32  -0.0542


z | The following is a quantum chemistry calculation of a 4-piece molecular cluster, C5H15NO2 overall, from the Open Molecules 2025 dataset.

## Properties
frontier orbital gap: 2.9 eV
net charge: 0
HOMO: -0.2652 Ha

Each line ends with the Löwdin charge.
Geometry (Å):
C1 -0.57 -0.44 0.61  -0.1245
N1 0.05 -1.78 -1.26  0.0217
C2 -0.41 -0.45 -0.94  -0.3284
C3 -0.21 3.24 -2.16  0.1428
C4 -0.18 2.96 -0.83  -0.2115
C5 0.72 2.42 0.10  0.1746
H1 -0.93 0.47 1.13  0.0626
H2 -1.27 -1.21 0.91  0.0705
H3 0.37 -0.66 1.12  0.0506
H4 0.65 -1.76 -2.07  0.0663
H5 -1.36 -0.20 -1.42  0.1054
H6 0.40 0.28 -1.10  0.0640
H7 -1.08 3.75 -2.53  0.0815
H8 0.63 2.89 -2.75  0.0869
H9 -1.06 3.36 -0.30  0.1116
H10 1.56 1.80 -0.19  0.0909
H11 0.67 2.85 1.09  0.0959
H12 1.47 -3.64 0.96  -0.0576
H13 0.61 -2.24 -0.50  0.0295
O1 1.25 -2.71 1.09  -0.3957
H14 -0.58 -3.24 3.75  0.0161
H15 0.06 -2.90 2.40  -0.0338
O2 -0.78 -2.81 2.91  -0.1194


Relative stability in eV, measured from the most stable structure: w 2.840; x 0.000; y 1.906; z 6.909


w | The following is a quantum chemistry calculation of a 2-piece molecular cluster, C2H9N2O overall, from the Open Molecules 2025 dataset.

## Properties
frontier orbital gap: 10.3 eV
net charge: +1
HOMO: -0.5089 Ha

Each line ends with the Löwdin charge.
Geometry (Å):
C1 -1.09 -0.54 -0.79  -0.2551
C2 -1.36 0.44 0.02  -0.0043
N1 -0.41 0.66 1.27  0.2127
N2 0.02 -1.26 -0.77  0.0313
H1 -1.98 -1.10 -1.12  0.1460
H2 -2.37 0.83 0.19  0.1310
H3 -0.54 -0.15 1.84  0.1535
H4 0.60 0.60 0.91  0.0976
H5 -0.44 1.56 1.64  0.1361
H6 -0.16 -2.18 -0.44  0.0999
H7 0.71 -1.46 -1.51  0.1325
H8 2.74 -0.01 0.18  0.0911
H9 2.02 0.82 -0.96  0.1170
O1 2.10 0.73 0.05  -0.0894


x | The following is a quantum chemistry calculation of an isolated ion of composition C2H9N2O and charge +1, from the Open Molecules 2025 dataset.

## Properties
frontier orbital gap: 11.6 eV
net charge: +1
HOMO: -0.5421 Ha

Each line ends with the Löwdin charge.
Geometry (Å):
C1 -0.29 0.60 -1.08  -0.1828
N1 0.86 1.04 -1.67  0.0700
H1 -0.97 0.16 -1.80  0.1355
H2 -0.86 1.30 -0.48  0.1304
H3 1.35 1.81 -1.29  0.0938
H4 1.21 0.68 -2.54  0.1113
N2 -0.02 -0.60 -0.06  0.0971
C2 -0.11 -0.24 1.42  -0.1874
O1 -1.08 -1.05 1.99  0.0046
H5 0.91 -0.96 -0.24  0.1643
H6 -0.69 -1.37 -0.09  0.1631
H7 0.85 -0.35 1.91  0.1443
H8 -0.45 0.79 1.50  0.1348
H9 -0.72 -1.81 2.45  0.1212


y | The following is a quantum chemistry calculation of an isolated ion of composition C2H9N2O and charge +1, from the Open Molecules 2025 dataset.

## Properties
frontier orbital gap: 10.4 eV
net charge: +1
HOMO: -0.5160 Ha

Each line ends with the Löwdin charge.
Geometry (Å):
C1 0.81 0.66 0.46  -0.1867
N1 1.01 2.00 -0.46  0.2097
H1 1.25 0.99 1.45  0.1554
H2 1.58 -0.03 0.07  0.1464
H3 1.87 2.08 -1.00  0.1532
H4 1.05 2.79 0.30  0.2042
N2 -0.44 0.17 0.64  -0.0311
C2 -0.89 -1.21 0.29  -0.2256
O1 -0.80 -1.79 -0.98  -0.0100
H5 -0.49 0.11 1.62  0.1043
H6 0.22 2.10 -1.03  0.1181
H7 -0.14 -1.70 0.95  0.1398
H8 -1.88 -1.21 0.61  0.1164
H9 -0.71 -2.74 -0.88  0.1060


Relative stability in eV, measured from the most stable structure: w 1.352; x 0.000; y 1.504


w | The following is a quantum chemistry calculation of a 2-piece molecular cluster, C2H9N2O overall, from the Open Molecules 2025 dataset.

## Properties
frontier orbital gap: 10.1 eV
net charge: +1
HOMO: -0.4955 Ha

Each line ends with the Löwdin charge.
Geometry (Å):
C1 -0.14 0.46 -1.08  -0.0802
C2 0.74 -0.53 -0.90  -0.1771
N1 1.69 -1.00 -1.80  0.0772
N2 -1.04 0.80 0.03  0.1698
H1 -0.22 1.07 -1.97  0.1243
H2 0.79 -0.91 0.12  0.1214
H3 2.63 -0.70 -1.61  0.1038
H4 1.39 -0.81 -2.75  0.1026
H5 -2.03 0.78 -0.21  0.1738
H6 -0.82 1.68 0.52  0.1712
H7 -0.91 0.09 0.79  0.1012
H8 0.07 -0.23 2.92  0.0622
H9 -1.35 -0.34 3.38  0.0920
O1 -0.81 -0.37 2.57  -0.0423


x | The following is a quantum chemistry calculation of a 2-piece molecular cluster, C2H9N2O overall, from the Open Molecules 2025 dataset.

## Properties
frontier orbital gap: 9.1 eV
net charge: +1
HOMO: -0.5154 Ha

Each line ends with the Löwdin charge.
Geometry (Å):
C1 -0.68 -2.11 -1.16  0.1351
N1 0.34 -1.56 -0.65  0.1646
H1 -0.74 -3.19 -1.21  0.1200
H2 -1.51 -1.47 -1.46  0.1191
H3 0.52 -0.47 -0.49  0.0801
H4 1.09 -2.16 -0.33  0.1483
N2 -0.92 0.96 1.29  0.0439
C2 0.19 1.68 0.78  -0.2517
O1 0.93 0.93 -0.28  -0.0920
H5 -1.75 0.99 0.72  0.0859
H6 -0.70 0.03 1.62  0.0756
H7 -0.12 2.61 0.32  0.1282
H8 0.85 1.94 1.60  0.1268
H9 1.87 1.08 -0.11  0.1162


Relative stability in eV, measured from the most stable structure: w 0.000; x 0.402